Arrangement A

Entry from OMol25: one molecule with the formula C4H7NO (wB97M-V/def2-TZVPD).

Properties
**Gap between HOMO and LUMO**: 7.5824 eV
**Total charge**: 0
**E_LUMO**: 0.843 eV
**2S+1**: 1
**HOMO level**: -6.74 eV

Last column: natural (NBO) charge in e.
Geometry (Å):
1 C -1.32 -1.71 -0.22  -0.41
2 N -1.05 -0.51 0.32  -0.37
3 C -0.10 0.33 -0.05  -0.01
4 C 0.41 1.62 0.50  -0.08
5 O 1.73 1.28 0.00  -0.53
6 C 1.26 0.04 -0.57  -0.09
7 H -2.02 -2.36 0.27  0.19
8 H -0.89 -1.93 -1.19  0.19
9 H -1.63 -0.23 1.10  0.40
10 H 0.39 1.77 1.59  0.17
11 H 0.04 2.54 0.01  0.18
12 H 1.72 -0.85 -0.10  0.17
13 H 1.45 0.00 -1.65  0.18


Arrangement B

Entry from OMol25: one molecule with the formula C4H7NO (wB97M-V/def2-TZVPD).

Properties
**Gap between HOMO and LUMO**: 11.5092 eV
**Total charge**: 0
**E_LUMO**: 0.890 eV
**2S+1**: 1
**HOMO level**: -10.62 eV

Last column: natural (NBO) charge in e.
Geometry (Å):
1 C -1.51 -0.62 0.18  -0.61
2 C -0.19 -0.20 -0.44  -0.09
3 C 0.45 1.05 0.21  -0.06
4 O 1.79 1.25 -0.15  -0.71
5 C 1.98 -1.42 -0.17  0.26
6 N 0.83 -1.21 -0.31  -0.50
7 H -1.90 -1.52 -0.30  0.23
8 H -2.26 0.18 0.06  0.22
9 H -1.39 -0.82 1.25  0.22
10 H -0.32 -0.03 -1.52  0.22
11 H 0.31 0.98 1.30  0.16
12 H -0.10 1.93 -0.15  0.19
13 H 2.31 0.45 0.05  0.47


Arrangement C

Entry from OMol25: one molecule with the formula C4H7NO (wB97M-V/def2-TZVPD).

Properties
**Gap between HOMO and LUMO**: 10.3410 eV
**Total charge**: 0
**E_LUMO**: 0.836 eV
**2S+1**: 1
**SMILES string**: C[C@H]1N[C@H]1C=O
**HOMO level**: -9.51 eV

Last column: natural (NBO) charge in e.
Geometry (Å):
1 C -0.17 1.66 0.03  -0.62
2 C -0.10 0.40 -0.75  -0.03
3 N 1.03 -0.45 -0.70  -0.54
4 C -0.30 -0.92 -0.12  -0.25
5 C 0.08 -1.40 1.24  0.40
6 O 1.24 -1.56 1.53  -0.49
7 H 0.32 1.55 1.00  0.22
8 H -1.23 1.89 0.17  0.21
9 H 0.31 2.47 -0.53  0.22
10 H -0.58 0.40 -1.73  0.18
11 H 1.34 -0.88 -1.56  0.36
12 H -1.21 -1.44 -0.52  0.22
13 H -0.72 -1.70 1.94  0.11


Arrangement D

Entry from OMol25: one molecule with the formula C4H7NO (wB97M-V/def2-TZVPD).

Properties
**Gap between HOMO and LUMO**: 10.5467 eV
**Total charge**: 0
**E_LUMO**: 0.986 eV
**2S+1**: 1
**SMILES string**: NC(=O)C1CC1
**HOMO level**: -9.56 eV

Last column: natural (NBO) charge in e.
Geometry (Å):
1 N -1.34 0.81 -1.76  -0.84
2 C -0.27 0.27 -1.07  0.67
3 O 0.56 -0.39 -1.64  -0.62
4 C -0.20 0.05 0.43  -0.33
5 C 1.09 0.23 1.19  -0.40
6 C 0.53 -1.14 1.06  -0.39
7 H -1.96 1.55 -1.49  0.40
8 H -1.41 0.55 -2.73  0.40
9 H -1.13 0.31 0.91  0.21
10 H 1.97 0.45 0.59  0.23
11 H 1.03 0.75 2.14  0.21
12 H 0.07 -1.59 1.94  0.21
13 H 1.06 -1.84 0.42  0.24


It turns out arrangement D is the most stable, with the second structure 19.6 kcal/mol higher.


Arrangement A

Entry from OMol25: one molecule with the formula C4H7NO (wB97M-V/def2-TZVPD).

Properties
**Gap between HOMO and LUMO**: 10.7256 eV
**Total charge**: 0
**E_LUMO**: 1.086 eV
**2S+1**: 1
**SMILES string**: C=CCNC=O
**HOMO level**: -9.64 eV

Last column: natural (NBO) charge in e.
Geometry (Å):
1 C -0.48 -1.59 -0.20  -0.37
2 C 0.61 -1.02 0.29  -0.24
3 C 1.15 0.28 -0.26  -0.28
4 N 0.30 1.24 0.47  -0.63
5 C -0.96 1.44 -0.10  0.54
6 O -1.36 0.92 -1.12  -0.57
7 H -0.82 -1.35 -1.20  0.22
8 H -1.10 -2.26 0.38  0.20
9 H 1.01 -1.30 1.27  0.20
10 H 2.19 0.48 0.00  0.21
11 H 1.01 0.38 -1.34  0.23
12 H 0.06 0.67 1.31  0.39
13 H -1.60 2.12 0.49  0.12


Arrangement B

Entry from OMol25: one molecule with the formula C4H7NO (wB97M-V/def2-TZVPD).

Properties
**Gap between HOMO and LUMO**: 10.3898 eV
**Total charge**: 0
**E_LUMO**: 0.929 eV
**2S+1**: 1
**SMILES string**: C1=NOCCC1
**HOMO level**: -9.46 eV

Last column: natural (NBO) charge in e.
Geometry (Å):
1 C 0.10 -0.46 1.26  0.02
2 N 0.87 0.53 1.08  -0.12
3 O 0.89 1.13 -0.22  -0.38
4 C -0.33 0.87 -0.91  -0.10
5 C -0.50 -0.63 -1.16  -0.45
6 C -0.69 -1.28 0.26  -0.48
7 H -0.06 -0.71 2.39  0.21
8 H -0.30 1.49 -1.87  0.21
9 H -1.23 1.26 -0.31  0.17
10 H 0.34 -1.11 -1.72  0.22
11 H -1.37 -0.93 -1.79  0.22
12 H -1.85 -1.43 0.55  0.23
13 H -0.22 -2.30 0.34  0.24


It turns out arrangement A is the most stable, with the second structure 26.4 kcal/mol higher.


Arrangement A

Entry from OMol25: one molecule with the formula C4H7NO (wB97M-V/def2-TZVPD).

Properties
**Gap between HOMO and LUMO**: 10.9066 eV
**Total charge**: 0
**E_LUMO**: 1.029 eV
**2S+1**: 1
**SMILES string**: O=CNC1CC1
**HOMO level**: -9.88 eV

Last column: natural (NBO) charge in e.
Geometry (Å):
1 O -1.70 2.77 0.68  -0.56
2 C -1.42 1.71 0.16  0.55
3 N -0.30 0.93 0.42  -0.64
4 C -0.19 -0.38 -0.13  -0.08
5 C 1.00 -1.09 0.46  -0.44
6 C 0.94 -0.77 -1.00  -0.42
7 H -2.05 1.23 -0.60  0.09
8 H -0.06 0.71 1.38  0.40
9 H -1.13 -0.94 -0.21  0.20
10 H 1.73 -0.51 1.03  0.22
11 H 0.86 -2.10 0.83  0.22
12 H 0.75 -1.59 -1.68  0.22
13 H 1.58 0.03 -1.34  0.23


Arrangement B

Entry from OMol25: one molecule with the formula C4H7NO (wB97M-V/def2-TZVPD).

Properties
**Gap between HOMO and LUMO**: 11.1819 eV
**Total charge**: 0
**E_LUMO**: 0.993 eV
**2S+1**: 1
**SMILES string**: [H]/N=C/[C@@]1(C)CO1
**HOMO level**: -10.19 eV

Last column: natural (NBO) charge in e.
Geometry (Å):
1 H -2.88 0.70 -0.92  0.35
2 N -2.05 0.17 -0.67  -0.62
3 C -1.07 0.86 -0.25  0.13
4 C 0.17 0.07 0.21  0.13
5 C 0.14 -1.41 0.46  -0.64
6 C 1.46 0.56 -0.26  -0.09
7 O 1.04 0.94 0.99  -0.49
8 H -0.93 1.91 -0.08  0.18
9 H 0.19 -1.58 1.60  0.23
10 H 0.98 -1.83 0.02  0.21
11 H -0.85 -1.70 0.01  0.26
12 H 2.32 -0.08 -0.18  0.18
13 H 1.47 1.39 -0.93  0.17


Arrangement C

Entry from OMol25: a 2-piece molecular cluster, C4H7NO overall (wB97M-V/def2-TZVPD).

Properties
**Gap between HOMO and LUMO (spin up / spin down)**: 8.8120 / 8.7612 eV
**Total charge**: 0
**E_LUMO (spin up / spin down)**: -0.651 / -0.659 eV
**2S+1**: 1
**HOMO level (spin up / spin down)**: -9.46 / -9.42 eV

Last column: natural (NBO) charge in e.
Geometry (Å):
1 N -1.38 0.27 2.32  -0.66
2 C -0.52 0.65 1.49  0.40
3 O -0.56 0.16 0.22  -0.51
4 C 0.47 0.48 -0.64  0.10
5 C 1.72 0.07 -0.47  -0.45
6 C -1.31 -1.15 -2.00  -0.18
7 H -1.24 0.76 3.20  0.35
8 H 0.30 1.37 1.64  0.15
9 H 0.13 1.06 -1.50  0.21
10 H 2.48 0.33 -1.20  0.22
11 H 2.01 -0.54 0.38  0.21
12 H -1.68 -1.72 -1.12  0.09
13 H -0.42 -1.74 -2.31  0.07


Arrangement D

Entry from OMol25: a 2-piece molecular cluster, C4H7NO overall (wB97M-V/def2-TZVPD).

Properties
**Gap between HOMO and LUMO**: 9.4865 eV
**Total charge**: 0
**E_LUMO**: 1.074 eV
**2S+1**: 1
**HOMO level**: -8.41 eV

Last column: natural (NBO) charge in e.
Geometry (Å):
1 C -1.07 -1.68 0.81  -0.73
2 C -0.05 -1.28 -0.22  0.45
3 C 1.13 1.60 -1.29  -0.24
4 N 0.49 1.76 -0.20  -0.29
5 C -0.22 1.76 0.80  -0.06
6 O 1.15 -1.34 -0.06  -0.55
7 H -1.74 -2.44 0.40  0.23
8 H -0.58 -2.05 1.71  0.23
9 H -1.67 -0.79 1.04  0.25
10 H -0.46 -0.89 -1.17  0.10
11 H 1.76 0.72 -1.40  0.22
12 H 1.04 2.34 -2.08  0.20
13 H 0.21 2.28 1.66  0.18


It turns out arrangement A is the most stable, with the second structure 21.4 kcal/mol higher.